Entry 1:
{
  "formula": "C19H25ClN4O2",
  "method": "the ωB97M-V functional and the def2-TZVPD basis",
  "largest_force_ev_per_a": 1.0,
  "e_homo_ev": -8.0,
  "lumo_energy_ha": 0.000,
  "smiles": "CCN(CC)CCNC(=O)CCn1nc(-c2ccc(Cl)cc2)ccc1=O",
  "relative_energy_ev": 0.9289,
  "homo_lumo_gap_ha": 0.29279,
  "elements": ["C", "C", "N", "C", "C", "C", "C", "N", "C", "O", "C", "C", "N", "N", "C", "C", "C", "C", "C", "Cl", "C", "C", "C", "C", "C", "O", "H", "H", "H", "H", "H", "H", "H", "H", "H", "H", "H", "H", "H", "H", "H", "H", "H", "H", "H", "H", "H", "H", "H", "H", "H"],
  "xyz": [[-1.097, -1.910, -1.629], [-1.565, -1.120, -2.857], [-1.011, 0.205, -3.061], [0.394, 0.267, -3.421], [0.683, -0.407, -4.760], [-1.409, 1.203, -2.096], [-0.520, 1.311, -0.834], [-1.186, 1.976, 0.262], [-1.856, 1.284, 1.206], [-2.047, 0.087, 1.138], [-2.293, 2.120, 2.405], [-1.074, 2.373, 3.307], [-0.381, 1.122, 3.545], [0.400, 0.741, 2.557], [0.927, -0.449, 2.551], [1.715, -0.802, 1.366], [1.769, -2.113, 0.900], [2.456, -2.420, -0.261], [3.098, -1.413, -0.963], [3.941, -1.790, -2.424], [3.062, -0.101, -0.510], [2.372, 0.196, 0.647], [0.696, -1.350, 3.633], [-0.078, -0.945, 4.664], [-0.713, 0.357, 4.660], [-1.458, 0.798, 5.515], [-1.492, -2.922, -1.687], [-1.458, -1.460, -0.708], [-0.011, -1.971, -1.596], [-2.652, -1.004, -2.807], [-1.343, -1.697, -3.758], [1.052, -0.167, -2.650], [0.644, 1.328, -3.510], [0.638, -1.489, -4.678], [-0.036, -0.079, -5.504], [1.683, -0.136, -5.092], [-2.427, 0.974, -1.776], [-1.422, 2.177, -2.603], [0.402, 1.849, -1.059], [-0.266, 0.310, -0.485], [-1.104, 2.976, 0.337], [-2.725, 3.070, 2.091], [-3.038, 1.551, 2.962], [-0.370, 3.056, 2.827], [-1.390, 2.766, 4.276], [1.243, -2.898, 1.421], [2.485, -3.435, -0.626], [3.568, 0.673, -1.066], [2.328, 1.211, 1.010], [1.155, -2.326, 3.628], [-0.288, -1.578, 5.513]],
  "lowdin_charge": [-0.066, -0.234, -0.196, -0.258, -0.085, -0.168, -0.166, 0.070, -0.521, 0.065, -0.064, -0.111, -0.045, 0.159, -0.216, -0.168, -0.024, -0.108, -0.686, 0.679, -0.106, -0.034, 0.023, 0.053, -0.425, 0.054, 0.074, 0.051, 0.053, 0.115, 0.101, 0.092, 0.119, 0.063, 0.078, 0.068, 0.122, 0.118, 0.118, 0.094, 0.142, 0.118, 0.125, 0.125, 0.123, 0.115, 0.109, 0.109, 0.114, 0.114, 0.120]
}



Entry 2:
{
  "formula": "CH2F3P",
  "method": "the ωB97M-V functional and the def2-TZVPD basis",
  "largest_force_ev_per_a": 2.9,
  "e_homo_ev": [-10.3, -10.3],
  "lumo_energy_ha": [-0.121, -0.121],
  "relative_energy_ev": 4.5196,
  "homo_lumo_gap_ha": [0.25677, 0.25800],
  "elements": ["C", "F", "F", "F", "P", "H", "H"],
  "xyz": [[-0.797, 0.113, 0.193], [-1.411, 0.247, 1.400], [2.346, -1.813, -0.009], [1.085, 0.966, -1.265], [0.954, 0.721, 0.311], [-1.357, 0.711, -0.541], [-0.821, -0.946, -0.089]],
  "lowdin_charge": [-0.409, -0.093, -0.599, -0.311, 1.207, 0.099, 0.105]
}



Entry 3:
{
  "formula": "C13H16Cl2IN6O2SW",
  "method": "the ωB97M-V functional and the def2-TZVPD basis",
  "largest_force_ev_per_a": 5.1,
  "e_homo_ev": [-10.8, -12.0],
  "lumo_energy_ha": [-0.169, -0.179],
  "spin_multiplicity": 3,
  "total_charge": 1,
  "relative_energy_ev": 2.5956,
  "homo_lumo_gap_ha": [0.22849, 0.26065],
  "elements": ["W", "Cl", "C", "Cl", "H", "H", "C", "C", "O", "N", "C", "C", "C", "C", "C", "C", "N", "H", "H", "H", "H", "H", "H", "H", "H", "H", "H", "S", "N", "C", "N", "C", "N", "N", "C", "O", "C", "I", "H", "H", "H", "H"],
  "xyz": [[8.660, 9.308, 10.149], [9.324, 11.279, 11.008], [4.200, 12.251, 13.082], [5.499, 12.836, 12.254], [3.482, 12.922, 13.498], [4.304, 11.304, 13.667], [10.506, 6.412, 12.399], [9.743, 7.622, 12.634], [9.652, 8.445, 11.681], [9.157, 7.915, 13.780], [8.656, 9.222, 13.988], [7.280, 9.339, 13.392], [6.253, 9.085, 14.278], [4.970, 8.818, 13.775], [4.757, 8.998, 12.393], [5.790, 9.458, 11.609], [7.064, 9.535, 12.061], [11.569, 6.563, 12.597], [10.351, 6.164, 11.393], [10.276, 5.472, 12.976], [9.263, 7.074, 14.371], [9.316, 9.984, 13.594], [8.580, 9.326, 15.093], [6.417, 8.973, 15.313], [4.097, 8.538, 14.332], [3.797, 8.738, 11.947], [5.692, 9.618, 10.562], [10.621, 9.191, 8.956], [7.688, 5.409, 14.310], [7.605, 5.628, 13.181], [7.316, 5.734, 11.885], [7.742, 6.583, 11.105], [8.045, 7.398, 10.317], [6.544, 11.598, 7.570], [6.683, 10.107, 7.828], [7.585, 9.910, 8.881], [6.060, 9.134, 7.230], [10.540, 6.908, 8.075], [7.398, 12.111, 7.443], [5.890, 11.656, 6.778], [6.362, 8.055, 7.573], [5.527, 9.114, 6.265]],
  "lowdin_charge": [1.092, 0.148, -0.536, 0.610, -0.003, -0.003, 0.037, -0.480, -0.308, 0.126, -0.096, -0.232, 0.004, -0.013, -0.042, -0.138, 0.005, 0.126, 0.049, 0.127, 0.155, 0.112, 0.156, 0.113, 0.120, 0.128, 0.096, -0.098, 0.162, -0.353, 0.178, -0.328, -0.046, 0.106, -0.426, -0.380, 0.069, 0.388, 0.076, 0.093, 0.114, 0.090]
}



Entry 4:
{
  "formula": "C4H11NSi",
  "method": "the ωB97M-V functional and the def2-TZVPD basis",
  "largest_force_ev_per_a": 5.4,
  "e_homo_ev": -10.2,
  "lumo_energy_ha": 0.029,
  "relative_energy_ev": 2.8170,
  "homo_lumo_gap_ha": 0.40185,
  "elements": ["C", "C", "C", "C", "N", "Si", "H", "H", "H", "H", "H", "H", "H", "H", "H", "H", "H"],
  "xyz": [[-3.372, 1.337, -0.815], [1.807, -0.119, -1.199], [-0.804, -1.351, 0.218], [0.460, 0.990, 1.372], [-2.961, 1.837, 0.121], [0.123, 0.256, -0.362], [-0.991, 1.031, -1.121], [2.364, 0.722, -0.928], [2.191, -1.189, -1.024], [1.906, -0.068, -2.329], [-1.600, -1.809, -0.462], [0.035, -2.021, 0.167], [-1.043, -1.399, 1.207], [-0.398, 1.433, 1.874], [0.988, 0.227, 1.954], [1.014, 1.936, 1.224], [-2.390, 2.324, 0.852]],
  "lowdin_charge": [-0.115, -0.221, -0.227, -0.238, 0.023, 0.570, -0.048, -0.025, 0.058, 0.039, 0.054, -0.007, -0.029, 0.002, 0.036, 0.021, 0.107]
}



Entry 5:
{
  "formula": "C4H12S2",
  "method": "the ωB97M-V functional and the def2-TZVPD basis",
  "largest_force_ev_per_a": 1.2,
  "e_homo_ev": -9.1,
  "lumo_energy_ha": 0.028,
  "smiles": "CCS.CCS",
  "relative_energy_ev": 0.4686,
  "homo_lumo_gap_ha": 0.36141,
  "elements": ["C", "C", "S", "H", "H", "H", "H", "H", "H", "C", "C", "S", "H", "H", "H", "H", "H", "H"],
  "xyz": [[-0.259, -2.911, -1.542], [-1.071, -3.604, -0.445], [-1.018, -2.727, 1.138], [-0.251, -1.831, -1.442], [-0.694, -3.087, -2.529], [0.754, -3.291, -1.594], [-2.102, -3.678, -0.765], [-0.684, -4.608, -0.290], [0.134, -2.078, 0.977], [0.411, 2.570, 1.645], [0.686, 2.951, 0.204], [-0.053, 4.541, -0.269], [0.981, 1.711, 2.015], [-0.653, 2.344, 1.802], [0.584, 3.395, 2.339], [1.755, 3.078, 0.101], [0.439, 2.165, -0.508], [1.041, 5.059, -0.835]],
  "lowdin_charge": [-0.183, -0.625, 0.670, 0.054, 0.068, 0.067, 0.056, 0.054, -0.163, -0.194, -0.636, 0.678, 0.070, 0.069, 0.062, 0.054, 0.058, -0.161]
}



Entry 6:
{
  "formula": "C36H39BrIrN10O",
  "method": "the ωB97M-V functional and the def2-TZVPD basis",
  "largest_force_ev_per_a": 2.2,
  "e_homo_ev": [-13.5, -15.1],
  "lumo_energy_ha": [-0.299, -0.358],
  "spin_multiplicity": 5,
  "total_charge": 3,
  "relative_energy_ev": 0.9994,
  "homo_lumo_gap_ha": [0.19807, 0.19538],
  "elements": ["Ir", "Br", "C", "C", "C", "C", "C", "C", "N", "N", "C", "C", "C", "C", "O", "C", "N", "C", "C", "C", "C", "H", "H", "H", "H", "H", "H", "H", "H", "H", "C", "C", "N", "C", "C", "C", "C", "C", "C", "C", "C", "C", "N", "C", "H", "H", "H", "H", "H", "H", "H", "H", "C", "C", "N", "C", "N", "C", "C", "C", "N", "C", "H", "H", "H", "H", "H", "H", "H", "H", "H", "H", "H", "H", "H", "N", "C", "C", "N", "H", "H", "H", "H", "H", "H", "H", "H", "H"],
  "xyz": [[-0.077, -0.072, -0.192], [-7.372, 4.033, 1.778], [-7.045, 2.368, 2.640], [-7.927, 1.297, 2.507], [-7.581, 0.061, 3.005], [-6.327, -0.125, 3.624], [-5.509, 1.010, 3.870], [-5.862, 2.231, 3.366], [-5.854, -1.340, 3.913], [-4.681, -1.637, 4.230], [-3.551, -1.508, 3.557], [-2.332, -1.563, 4.280], [-1.142, -1.189, 3.712], [-1.079, -0.783, 2.362], [0.032, -0.402, 1.794], [-2.260, -0.840, 1.572], [-2.102, -0.566, 0.229], [-3.157, -0.721, -0.557], [-4.391, -1.153, -0.099], [-4.576, -1.403, 1.253], [-3.504, -1.239, 2.129], [-8.876, 1.440, 2.015], [-8.250, -0.775, 2.875], [-4.610, 0.883, 4.457], [-5.245, 3.101, 3.536], [-2.368, -1.848, 5.320], [-0.224, -1.205, 4.277], [-3.015, -0.513, -1.607], [-5.193, -1.296, -0.800], [-5.525, -1.771, 1.610], [-0.648, 1.083, -4.441], [-0.888, 0.604, -3.154], [0.025, 0.588, -2.195], [1.265, 1.059, -2.513], [1.607, 1.559, -3.789], [0.601, 1.568, -4.770], [2.939, 2.026, -4.009], [3.871, 2.001, -3.021], [3.555, 1.503, -1.721], [4.463, 1.437, -0.649], [4.039, 0.928, 0.559], [2.724, 0.481, 0.704], [1.850, 0.535, -0.286], [2.246, 1.033, -1.481], [-1.449, 1.070, -5.163], [-1.868, 0.222, -2.907], [0.805, 1.940, -5.762], [3.186, 2.405, -4.989], [4.872, 2.356, -3.206], [5.479, 1.774, -0.789], [4.710, 0.867, 1.401], [2.366, 0.068, 1.638], [-0.640, -5.648, 1.354], [-1.604, -4.481, 1.230], [-0.931, -3.393, 0.553], [0.138, -3.488, -0.254], [0.622, -2.358, -0.759], [1.723, -2.452, -1.689], [2.630, -3.637, -1.368], [1.781, -4.896, -1.377], [0.638, -4.710, -0.510], [-0.028, -5.900, -0.017], [-1.157, -6.540, 1.700], [0.143, -5.402, 2.073], [-1.932, -4.134, 2.213], [-2.492, -4.776, 0.655], [-1.237, -2.460, 0.751], [2.295, -1.524, -1.658], [1.321, -2.555, -2.708], [3.075, -3.494, -0.380], [3.425, -3.716, -2.108], [2.356, -5.753, -1.020], [1.439, -5.120, -2.395], [0.707, -6.703, 0.039], [-0.809, -6.201, -0.725], [-2.311, 4.493, 2.574], [-2.691, 4.112, 1.178], [-2.246, 2.682, 0.807], [-0.836, 2.459, 0.545], [-2.735, 5.399, 2.824], [-1.291, 4.584, 2.681], [-2.648, 3.785, 3.242], [-2.267, 4.842, 0.486], [-3.780, 4.159, 1.102], [-2.788, 2.418, -0.104], [-2.563, 1.989, 1.590], [-0.248, 2.576, 1.363], [-0.491, 3.058, -0.198]],
  "lowdin_charge": [1.499, 0.761, -0.668, -0.093, 0.016, -0.279, -0.016, -0.157, 0.100, 0.111, -0.226, 0.020, 0.026, -0.377, -0.223, -0.212, -0.074, -0.104, 0.000, 0.048, -0.070, 0.118, 0.129, 0.114, 0.078, 0.132, 0.130, 0.095, 0.123, 0.125, 0.007, -0.081, -0.049, -0.149, -0.113, 0.058, 0.024, 0.026, -0.114, 0.053, 0.011, -0.070, -0.084, -0.168, 0.129, 0.096, 0.141, 0.136, 0.136, 0.140, 0.128, 0.120, -0.130, -0.152, 0.102, -0.341, 0.003, -0.231, -0.137, -0.130, -0.028, -0.122, 0.131, 0.129, 0.124, 0.131, 0.065, 0.087, 0.129, 0.127, 0.127, 0.136, 0.142, 0.135, 0.143, 0.206, -0.120, -0.244, -0.008, 0.190, 0.177, 0.171, 0.142, 0.127, 0.127, 0.114, 0.084, 0.092]
}